Density functional theory data (the ωB97M-V functional and the def2-TZVPD basis) for a 2-piece molecular cluster, CHBrF2N2O2 overall.

```
9
Properties=species:S:1:pos:R:3:lowdin_charge:R:1
Br 2.465 -0.257 -0.423 0.787
N 0.230 1.926 -0.059 -0.323
F 0.411 -0.372 -2.536 -0.030
O 1.224 2.553 -0.143 0.068
F -1.481 -0.431 -1.535 -0.038
H 0.264 -0.655 0.706 0.079
N -0.069 -0.796 -1.332 -0.122
O -0.924 2.085 -0.026 0.115
C 0.580 -0.158 -0.214 -0.535
```

Output
HOMO-LUMO gap (spin up / spin down): 8.8133 / 8.8112 eV
Calculated total energy: -83596.986 eV
Multiplicity: 1
Molar mass: 190.931 Da
Net charge: 0
E_HOMO (spin up / spin down): -0.35553 / -0.35545 Ha
Energy relative to the best compared isomer or geometry (same formula, charge and spin): 165.46 kJ/mol